[1]
79
Properties=species:S:1:pos:R:3:mulliken_charge:R:1 method="wB97M-V/def2-TZVPD" total_charge=-2 largest_force_ha_per_bohr=0.0161 spin_multiplicity=1 homo_lumo_gap_ev=6.71
Pb 0.2573 -0.8497 -0.5527 1.54
N -3.6988 -1.2294 -3.4714 -0.54
C -2.7294 -1.1259 -2.4904 0.41
S -1.1002 -1.3089 -3.0262 -0.54
N -3.2357 -0.8825 -1.3029 -1.02
N -2.4186 -0.9272 -0.2366 0.17
C -2.7574 -0.2492 0.8032 0.45
C -3.8895 0.7196 0.8390 0.12
C -3.6291 2.0446 1.1809 0.10
C -4.6472 2.9864 1.1861 -1.01
C -5.9438 2.6115 0.8615 -0.34
C -6.2120 1.2913 0.5216 -0.77
C -5.1905 0.3513 0.5032 -0.06
C -1.9486 -0.4568 2.0381 0.16
C -2.4576 -0.1249 3.2954 -0.83
C -1.7302 -0.4509 4.4250 -0.51
C -0.5110 -1.0975 4.2893 -1.09
C -0.0640 -1.3645 3.0065 -0.15
N -0.7531 -1.0438 1.9202 0.37
H -3.3655 -1.0051 -4.3934 0.23
H -4.5773 -0.8086 -3.2097 0.24
H -2.6107 2.3476 1.3974 0.51
H -4.4207 4.0185 1.4249 0.40
H -6.7392 3.3482 0.8585 0.36
H -7.2205 0.9950 0.2564 0.36
H -5.3899 -0.6725 0.2219 0.45
H -3.4192 0.3630 3.3730 0.45
H -2.1185 -0.2146 5.4087 0.39
H 0.0765 -1.3848 5.1509 0.40
H 0.8863 -1.8590 2.8360 0.44
O 4.4435 -2.0741 -0.3770 -0.73
C 3.2885 -2.3785 -0.7091 0.02
O 2.4644 -1.6436 -1.3365 -0.80
C 2.8256 -3.7937 -0.3594 0.74
C 3.7798 -4.7687 -0.3904 -0.19
C 3.4670 -6.1226 -0.1833 -0.60
C 2.1582 -6.4943 0.0694 -0.45
C 1.1934 -5.5271 0.1696 -0.19
C 1.4466 -4.1084 -0.0215 0.21
O 0.5347 -3.2610 0.1207 -0.30
N -0.1431 -5.9975 0.5154 0.94
O -0.5138 -7.0632 0.0301 -0.64
O -0.8114 -5.3478 1.2912 -0.55
N 4.4903 -7.1233 -0.2120 1.01
O 4.1859 -8.2933 0.0121 -0.69
O 5.6420 -6.7812 -0.4553 -0.67
H 4.8029 -4.4819 -0.5865 0.59
H 1.9009 -7.5330 0.2147 0.55
O -2.0063 1.7278 -1.6206 -0.57
S -1.0239 2.6985 -1.2182 1.08
O -1.5494 3.9210 -0.6331 -0.74
N 0.0747 1.9471 -0.3553 0.87
C 1.0917 2.6653 0.2751 0.02
C 1.2692 4.0486 0.2365 -0.85
C 2.2798 4.7057 0.9567 -0.97
C 3.1725 4.0209 1.7251 -0.83
C 3.0922 2.6122 1.7547 1.17
C 4.0347 1.8390 2.4703 -0.68
C 3.9816 0.4811 2.4310 -1.48
C 2.9580 -0.1182 1.6753 -0.28
N 2.0468 0.5584 1.0290 0.71
C 2.0806 1.9227 1.0334 -0.34
C -0.1776 3.1964 -2.7116 0.15
C 0.6720 2.3053 -3.3539 -0.47
C 1.2613 2.6722 -4.5543 -0.77
C 1.0023 3.9203 -5.1077 -0.35
C 0.1561 4.8097 -4.4568 -0.62
C -0.4376 4.4470 -3.2549 -0.39
H 0.5799 4.6462 -0.3351 0.42
H 2.3365 5.7876 0.9003 0.36
H 3.9454 4.5267 2.2931 0.32
H 4.8116 2.3531 3.0271 0.35
H 4.7124 -0.1362 2.9362 0.43
H 2.9220 -1.1994 1.5835 0.70
H 0.8699 1.3331 -2.9202 0.26
H 1.9193 1.9758 -5.0592 0.43
H 1.4656 4.2015 -6.0465 0.35
H -0.0427 5.7837 -4.8885 0.35
H -1.0962 5.1188 -2.7185 0.44

=====

[2]
13
Properties=species:S:1:pos:R:3:nbo_charge:R:1 method="wB97M-V/def2-TZVPD" largest_force_ha_per_bohr=0.1167 spin_multiplicity=1 homo_lumo_gap_ev=9.36
C 1.8485 0.1088 0.1225 0.53
C 0.1625 -1.6642 -0.0584 0.26
C -1.7842 -0.5590 -0.1379 0.71
H -0.2060 2.4361 -0.7607 0.40
H -0.9059 1.8806 0.6828 0.38
H 1.8218 1.4266 0.6071 0.19
H 0.7045 -2.5898 -0.1594 0.24
N -0.3599 1.6454 -0.0990 -0.67
N -0.7182 0.3165 -0.4157 -0.12
N 0.5090 -0.4321 -0.1785 -0.31
N -1.1543 -1.8724 -0.0810 -0.50
O 2.9284 -0.5533 0.1178 -0.53
O -2.8461 -0.1432 0.3605 -0.58

=====

[3]
45
Properties=species:S:1:pos:R:3:nbo_charge:R:1 method="wB97M-V/def2-TZVPD" largest_force_ha_per_bohr=0.0254 spin_multiplicity=1 homo_lumo_gap_ev=8.51
Bi -0.0028 0.4931 -1.4722 1.25
Cl 2.8385 -0.1114 -2.4818 0.06
C 2.7979 -0.5845 -0.8261 0.01
C 1.5847 -0.4802 -0.1590 -0.39
C 1.5656 -0.8105 1.1884 -0.08
Cl 0.1221 -0.7300 2.0936 0.08
C 2.7347 -1.2025 1.8531 -0.08
Cl 2.7020 -1.5388 3.5280 0.08
C 3.9380 -1.2901 1.1570 -0.07
Cl 5.3673 -1.7566 1.9726 0.08
C 3.9722 -0.9955 -0.2066 -0.13
Cl 5.4414 -1.1206 -1.0764 0.07
F -2.0001 -1.6905 -3.0132 -0.33
C -1.8715 -2.5095 -1.9541 0.96
F -0.5746 -2.8163 -1.8788 -0.31
F -2.5269 -3.6283 -2.2567 -0.31
C -2.3549 -1.8265 -0.6425 0.03
O -1.5011 -0.9260 -0.1658 -0.86
C -2.5358 -2.9407 0.4362 0.96
F -2.7659 -2.3918 1.6245 -0.31
F -1.4293 -3.6770 0.5447 -0.32
F -3.5431 -3.7837 0.1907 -0.32
C -3.7663 -1.2160 -0.9017 0.96
F -4.6752 -2.0948 -1.3219 -0.31
F -3.7240 -0.2472 -1.8335 -0.34
F -4.2423 -0.6380 0.2009 -0.32
Cl 2.3732 2.4194 1.0086 -0.37
Si 1.1916 2.7169 -0.6240 0.88
Cl -0.0834 4.2348 -0.0800 -0.38
Cl 2.4274 3.5427 -2.0329 -0.36
N -6.0110 4.2821 0.5392 -0.81
C -5.4013 3.2757 1.2032 0.64
O -5.8296 2.8150 2.2347 -0.58
C -4.1305 2.7573 0.5832 -0.06
C -3.2096 2.1379 1.4248 -0.20
C -2.0531 1.6096 0.8864 0.09
N -1.8160 1.6370 -0.4181 -0.50
C -2.6815 2.2234 -1.2338 0.06
C -3.8444 2.8119 -0.7780 -0.23
H -6.8462 4.6676 0.9499 0.41
H -5.6102 4.7356 -0.2621 0.40
H -3.4189 2.0661 2.4810 0.26
H -1.3045 1.1303 1.4960 0.23
H -2.4508 2.2024 -2.2873 0.21
H -4.5252 3.2514 -1.4884 0.23

=====

[4]
71
Properties=species:S:1:pos:R:3:mulliken_charge:R:1 method="wB97M-V/def2-TZVPD" largest_force_ha_per_bohr=0.2258 spin_multiplicity=1 homo_lumo_gap_ev=7.54
C -3.1226 2.4129 0.9982 -0.76
C -2.8528 1.3518 2.2632 0.31
N -2.2503 0.0443 1.8099 -0.17
C -0.7450 0.0681 1.7208 -0.38
C 0.3212 0.2799 2.9467 0.66
C -0.2312 0.5498 4.4653 -1.24
C -0.1592 2.1019 4.9767 0.45
N 0.8610 2.3097 6.1157 -0.69
N 0.1452 3.1289 3.9138 -0.67
N -1.5119 2.5033 5.5996 -0.54
C 1.9850 0.2354 2.7756 -0.27
N 2.8922 0.3902 3.9756 -0.44
C 3.4103 1.6554 4.0871 0.63
O 4.0603 2.8337 3.8926 -0.44
C 2.6149 -0.0315 1.2658 0.63
S 4.4321 -0.1776 0.8441 1.08
O 5.4031 0.4786 1.8527 -0.59
O 4.7909 0.3889 -0.5681 -0.54
C 4.9199 -2.0248 0.7962 0.72
F 6.3625 -2.1886 1.2134 -0.22
F 4.8376 -2.5967 -0.5817 -0.20
F 4.1297 -2.8450 1.7566 -0.24
C 1.5368 -0.2197 0.0458 -0.32
C -0.0924 -0.1750 0.2114 0.35
C -0.8065 -0.3982 -1.2466 0.01
O -2.0466 -0.7455 -1.6029 -0.54
N 0.3535 -0.1490 -2.1916 0.07
C 0.6650 1.2808 -2.5710 -0.66
C -0.6182 2.1711 -3.0659 0.20
C -0.1548 3.3788 -4.1244 -1.12
C -1.1596 2.9906 -1.7147 -0.70
C 1.7061 -0.5329 -1.5543 0.20
O 2.7158 -1.0325 -2.2766 -0.53
H -2.2474 3.1784 0.8677 0.19
H -3.3785 1.8113 0.0005 0.06
H -4.1349 2.9894 1.2596 0.41
H -3.9508 1.0888 2.6526 0.37
H -2.3165 1.8676 3.1665 -0.33
H -2.5156 -0.6625 2.5590 0.49
H 0.3418 -0.1487 5.2415 0.38
H -1.3850 0.2436 4.4741 0.23
H 1.4715 3.1115 5.7890 0.32
H 1.4693 1.4596 6.1952 0.31
H 1.0414 2.9538 3.4099 0.24
H -0.5834 3.1876 3.1699 0.26
H -1.3678 2.8999 6.5555 0.33
H -1.9438 3.2752 5.0154 0.32
H 1.4194 1.2229 -3.4934 0.36
H 1.2197 1.9008 -1.7433 0.25
H -1.4985 1.5169 -3.4718 0.27
H 0.6379 4.0230 -3.5108 0.26
H 0.2623 2.9682 -5.1372 0.33
H -1.0849 4.1076 -4.2719 0.33
H -2.3281 3.0795 -1.6970 0.32
H -0.8389 2.3502 -0.7590 -0.03
H -0.5950 4.0177 -1.6233 0.26
O -1.4265 -5.4783 -6.0105 -0.63
S -1.3071 -5.7121 -4.5874 1.16
O -2.4044 -6.2316 -3.7989 -0.61
O -0.7437 -4.3607 -3.8724 -0.23
C -1.4284 -3.1357 -4.0938 -0.10
C -2.6802 -3.0406 -3.2426 -0.99
C 0.1210 -6.7263 -4.2982 -0.92
H -1.6601 -3.0046 -5.1558 0.31
H -0.7419 -2.3307 -3.8113 0.05
H -3.4303 -3.7691 -3.5649 0.47
H -3.1232 -2.0434 -3.3167 0.30
H -2.4537 -3.2530 -2.1928 0.22
H 0.9687 -6.3061 -4.8417 0.31
H -0.0983 -7.7311 -4.6645 0.37
H 0.3221 -6.7566 -3.2259 0.31

=====

Number 1: E_HOMO -2.61 eV. Number 2: E_HOMO -9.72 eV. Number 3: E_HOMO -9.23 eV. Number 4: E_HOMO -10.04 eV.